Below is an isolated molecule of C10H11Cl2NO, with properties calculated with wB97M-V/def2-TZVPD.

Each line ends with the Löwdin charge.
Geometry (Å):
C 2.155 2.993 2.418  -0.047
H 2.046 2.364 3.327  0.096
C 1.696 1.911 1.312  -0.259
H 2.411 1.109 1.272  0.107
H 2.145 2.510 0.252  0.177
C 0.358 1.781 1.413  -0.348
N -0.112 1.013 0.310  0.102
C -0.407 -0.546 0.673  -0.242
O -0.502 -0.998 1.795  0.087
C -0.829 -1.259 -0.680  -0.109
C -1.940 -2.204 -0.337  -0.007
C -2.143 -2.976 -1.466  -0.396
C -1.386 -2.799 -2.970  -0.763
C -0.617 -1.845 -2.886  -0.232
C -0.076 -1.142 -1.812  -0.043
H 0.595 -0.225 -1.939  0.147
H 0.015 -1.647 -4.035  0.200
Cl -2.005 -3.597 -4.259  0.766
Cl -3.529 -4.263 -1.449  0.485
H -2.430 -2.261 0.454  0.029
H 0.008 1.137 -0.497  -0.068
H 0.050 1.297 2.502  0.189
H -0.397 2.592 1.540  0.144
H 3.164 3.382 2.393  0.083
H 1.731 3.676 2.669  -0.097

As for the maximum force: 19.6 eV/Å. The orbital gap is 9.2 eV. The HOMO energy comes out at -9.33 eV. For the total energy, the calculation gives -1437.6821 Eh.